Molecular formula: C35H36BrCl2N4O4Ti
Method: DFT, ωB97M-V/def2-TZVPD

The geometry in XYZ format:
```
83
Properties=species:S:1:pos:R:3:forces:R:3
Ti -8.9635 -7.6906 -15.7084 -1.13 0.22 -0.12
C -12.5822 -8.6654 -14.2309 -0.33 1.21 -1.10
C -12.5152 -9.3208 -15.6277 0.10 0.01 1.15
C -13.6366 -9.3557 -16.5152 0.86 0.08 1.51
C -13.4540 -10.0265 -17.6927 -0.54 -1.86 -0.96
C -12.3041 -10.8276 -17.9201 0.20 0.52 -0.50
C -11.1766 -10.7488 -17.1320 -2.08 0.93 1.33
C -10.0036 -11.6084 -17.3033 1.21 0.58 0.92
C -11.2984 -9.9197 -15.9571 0.20 -0.32 -1.57
N -10.0908 -9.6005 -15.2905 1.27 0.52 0.94
C -9.5209 -10.4371 -14.4089 -1.86 -1.22 0.09
O -9.9583 -11.5293 -13.9838 0.24 0.51 -0.57
C -8.2777 -9.9467 -13.7723 1.01 1.94 0.77
C -7.5707 -10.6225 -12.7626 -0.79 -0.93 -0.32
C -6.5260 -9.9751 -12.1094 1.00 0.88 -0.48
C -6.1567 -8.6606 -12.5589 -0.39 -1.13 0.34
C -6.8747 -8.0911 -13.5952 -0.21 -1.51 1.92
N -7.9709 -8.6694 -14.0858 0.65 -1.34 0.13
C -6.6434 -6.6989 -13.9228 -1.24 3.54 -1.87
O -5.8878 -5.9317 -13.3066 -0.19 -1.46 -0.24
N -7.5209 -6.2790 -14.9272 0.55 -1.62 1.02
C -7.6266 -4.8898 -15.0428 0.46 1.92 0.34
C -6.9679 -4.2007 -16.1179 -0.21 0.05 1.30
C -6.1893 -4.9925 -17.1180 0.90 0.06 0.07
C -6.9034 -2.8028 -16.0899 -1.15 1.02 0.26
C -7.6377 -2.0726 -15.1102 -0.30 -0.81 -0.51
C -8.3760 -2.7720 -14.1212 1.68 0.09 -1.67
C -8.2600 -4.1603 -13.9872 0.73 0.04 -1.02
C -8.7807 -4.7968 -12.7280 -1.74 0.45 -0.61
H -13.0172 -7.6643 -14.3975 -0.30 -0.31 0.32
H -13.1718 -9.2084 -13.4789 0.17 0.00 -0.38
H -11.5988 -8.3966 -13.8322 -0.08 -0.59 -0.12
H -14.6133 -8.9401 -16.1715 0.96 -0.18 -0.58
H -14.2792 -10.2032 -18.4028 0.31 0.45 0.42
H -12.2271 -11.5171 -18.7684 -0.42 0.41 0.07
H -9.8925 -12.1347 -16.3443 -0.02 -0.60 -0.53
H -10.0171 -12.2296 -18.1928 -0.02 -0.13 0.09
H -9.1215 -10.9514 -17.2800 0.05 -0.19 -0.49
H -7.9748 -11.6498 -12.5405 0.75 1.21 -0.05
H -5.9252 -10.4892 -11.3231 -0.77 0.52 -0.57
H -5.4392 -7.9552 -12.1277 0.10 -0.76 0.12
H -5.8068 -5.8911 -16.6118 0.23 0.31 -0.16
H -6.8127 -5.3987 -17.9139 0.01 0.31 -0.32
H -5.3262 -4.3657 -17.4967 -1.03 -0.86 0.13
H -6.4282 -2.1962 -16.9039 -0.18 -0.92 0.80
H -7.6849 -0.9669 -15.1978 -0.02 -0.89 0.21
H -9.0369 -2.2230 -13.5054 -0.37 0.47 0.93
H -9.4151 -4.0192 -12.2322 0.41 -0.82 -0.13
H -9.4050 -5.6745 -12.9558 -0.02 0.24 0.00
H -8.0400 -5.1427 -12.0381 0.80 0.05 0.28
Cl -1.4263 -9.3809 -9.9386 -0.43 -0.53 -0.99
C -2.2366 -9.8933 -11.4853 -0.82 0.47 -0.20
Cl -1.8969 -11.5506 -12.0425 0.03 0.20 0.50
H -1.8742 -9.2592 -12.3100 -0.25 -0.06 0.72
H -3.3528 -9.7978 -11.3498 1.43 -0.06 -0.08
Br -4.3032 -11.4765 -15.7109 0.16 -0.22 -0.03
C -4.7417 -10.6852 -17.3797 -0.44 -0.55 -0.28
C -3.8020 -10.5568 -18.3818 0.56 1.33 -0.12
C -4.1943 -9.8098 -19.5361 -0.53 -0.01 0.50
C -5.4322 -9.1383 -19.5813 1.15 -0.26 0.08
C -6.2967 -9.2579 -18.4654 -0.40 0.48 -1.51
C -6.0472 -10.2084 -17.4990 1.58 0.70 -0.58
C -7.4590 -8.2875 -18.3251 -0.33 0.27 -1.70
O -7.7280 -7.4775 -19.2020 0.63 -0.49 0.18
O -8.1221 -8.3859 -17.2360 0.16 -0.49 0.61
H -2.7443 -10.7885 -18.1179 -0.96 -0.13 -0.76
H -3.5474 -9.6392 -20.3964 0.19 -0.32 0.41
H -5.5955 -8.5048 -20.4927 -0.34 -0.48 1.41
H -6.7750 -10.4959 -16.8073 -0.95 0.07 1.21
C -11.2183 -4.3121 -15.9115 -0.77 -1.21 0.03
C -10.8542 -5.5868 -16.8110 -2.05 1.09 -1.18
C -9.9415 -5.0457 -17.9607 0.03 0.38 0.26
C -12.1916 -6.1276 -17.5357 1.29 0.75 -0.36
N -10.2199 -6.6071 -16.0446 0.41 0.20 -0.06
H -11.6015 -3.4291 -16.4881 -0.36 -1.08 0.34
H -10.2748 -3.9513 -15.5855 0.87 0.20 0.73
H -11.8363 -4.6119 -14.9833 0.70 0.62 -1.59
H -10.5231 -4.6156 -18.8031 0.14 -0.26 0.54
H -9.2681 -5.8013 -18.3716 -0.18 -0.08 0.10
H -9.3365 -4.2264 -17.5435 0.08 -0.24 -0.21
H -12.5649 -5.2894 -18.1893 0.40 -0.88 0.40
H -12.9803 -6.3081 -16.8248 -0.21 -0.42 0.41
H -11.9708 -7.0490 -18.1451 -0.26 0.93 0.62
```
Forces are in eV/Å.

Properties
- ΔE to the lowest compared entry with this formula, charge and spin (kcal per mole) = 33.1
- frontier orbital gap (eV) = 7.41
- total charge = -1
- E (hartree) = -6219.37460

---

Molecular formula: C10H14O3S2
Method: DFT, ωB97M-V/def2-TZVPD

The geometry in XYZ format:
```
29
Properties=species:S:1:pos:R:3:forces:R:3
C 1.8238 0.4293 -1.4394 0.20 0.67 0.58
C 1.4179 1.4843 -1.0326 -0.49 -1.01 -0.67
C -1.1223 -0.0786 1.0629 1.96 0.17 -2.41
C -0.9622 1.1980 0.6788 -1.38 0.11 0.38
C 1.3765 -1.8528 -2.3733 4.22 -1.52 3.01
C -0.8218 -2.0983 2.4559 0.69 0.13 2.02
C 2.4174 -0.7387 -2.0273 0.10 -0.72 -1.18
C 0.6734 2.5790 -0.4934 -0.82 3.06 -0.79
C -0.1047 -0.9097 1.7491 0.63 -1.80 2.54
C 0.0914 2.2247 0.8787 1.58 -2.66 -0.55
O -3.4823 -1.2477 0.8330 0.86 -0.16 -1.36
O -2.2915 1.9300 -1.6152 0.14 -0.37 0.81
O -3.5766 1.8707 0.4936 -0.70 0.32 0.75
S -2.3405 -0.8373 -0.0506 -1.59 0.78 2.29
S -2.4801 1.4067 -0.2748 1.02 -0.52 -1.55
H 0.7649 -1.4133 -2.9874 -3.75 2.28 -3.49
H 0.8085 -2.2694 -1.5581 0.10 -0.15 0.50
H 1.9065 -2.6203 -2.9304 -0.10 -0.34 0.15
H -1.6025 -1.6345 3.0718 0.04 -0.30 0.03
H -0.2076 -2.7610 3.1677 -0.41 1.33 -1.17
H -1.3294 -2.7731 1.8318 -0.58 -0.81 -1.22
H 3.3648 -1.0357 -1.5557 -0.57 -0.21 0.29
H 2.7311 -0.4098 -3.0257 0.22 0.02 0.04
H 1.3937 3.4393 -0.3247 -0.93 -0.72 -0.28
H -0.2131 2.9875 -1.2041 2.25 -1.07 1.41
H 0.8271 -1.3018 1.2560 -1.16 0.84 -0.44
H 0.2609 -0.3698 2.6391 0.16 0.36 -0.58
H -0.2551 3.0941 1.3327 -0.67 1.38 1.10
H 0.9319 1.7080 1.4417 -1.03 0.92 -0.21
```
Forces are in eV/Å.

Properties
- ΔE to the lowest compared entry with this formula, charge and spin (kcal per mole) = 69.1
- frontier orbital gap (eV) = 9.26
- total charge = 0
- E (hartree) = -1411.34540

---

Molecular formula: C12H19N3O14S3
Method: DFT, ωB97M-V/def2-TZVPD

The geometry in XYZ format:
```
51
Properties=species:S:1:pos:R:3:forces:R:3
N 2.1652 2.9499 2.0069 1.37 -0.29 1.15
N 1.2089 2.7009 1.0168 -2.76 -0.26 0.30
C 0.0682 3.5885 1.2586 0.88 2.95 3.00
O 0.1479 4.4819 2.1188 -0.50 -2.72 -3.00
O -1.1382 3.4960 0.5081 0.64 -2.17 1.13
C -1.9844 2.4920 1.0630 -3.20 -3.72 1.94
C -3.0292 2.7508 2.1488 1.04 -1.93 -1.55
C -3.9007 1.6183 2.6275 0.13 0.70 0.08
N -3.9316 0.2470 2.2804 3.79 4.32 -2.31
C -2.9326 0.0570 1.2967 0.44 0.03 -0.49
C -1.9827 1.0244 0.6370 -1.22 1.83 1.66
H 3.0822 2.5562 1.7676 -0.72 0.26 -0.38
H 1.9081 2.5357 2.9145 -0.08 0.40 -0.52
H 0.8668 1.7311 1.1286 -0.06 0.43 -0.85
H -3.1455 3.7931 2.5872 0.08 -1.64 -0.62
H -4.6863 1.9063 3.4166 1.36 -0.41 -1.31
H -2.8401 -1.0343 0.9460 -0.12 1.87 0.49
H -1.2663 0.6685 -0.1690 -1.19 0.41 1.28
O 1.5241 -2.9207 -0.6863 -0.33 1.04 0.31
S 1.6224 -1.6009 -0.1416 0.64 -0.27 -0.17
O 0.4792 -0.7704 0.0959 0.60 -0.72 -0.06
O 2.6932 -0.7662 -1.0263 -0.49 -0.66 0.46
C 3.7535 -0.3058 -0.1889 0.23 0.37 0.39
C 3.8455 -1.3227 0.9371 0.61 -0.28 -0.35
O 2.4918 -1.6781 1.2254 -0.66 0.49 -0.51
H 3.4818 0.6832 0.1923 0.04 -0.02 -0.02
H 4.6818 -0.2327 -0.7556 -0.22 -0.13 -0.14
H 4.3346 -0.9192 1.8234 -0.30 -0.04 0.04
H 4.3702 -2.2254 0.6116 0.03 0.10 -0.02
O 4.6872 -3.5522 -2.1036 0.80 -0.68 0.20
S 5.3689 -4.7728 -1.7859 -0.22 -0.16 -0.07
O 6.7808 -4.8391 -1.5653 -0.96 0.35 -0.05
O 4.9644 -5.8814 -2.8974 -0.09 0.72 0.55
C 4.3639 -7.0074 -2.2554 0.10 -0.54 0.35
C 3.7123 -6.4523 -0.9987 -0.67 -0.04 -0.36
O 4.6194 -5.4580 -0.5210 0.74 0.11 -0.54
H 5.1550 -7.7208 -2.0084 -0.07 0.01 0.00
H 3.6414 -7.4832 -2.9186 0.11 0.25 -0.09
H 3.5481 -7.2188 -0.2418 0.22 0.19 0.07
H 2.7629 -5.9607 -1.2299 0.02 -0.07 0.01
O -7.5266 2.7101 0.0712 0.73 -0.41 -0.60
S -6.4762 2.5083 -0.8810 0.02 0.02 0.07
O -6.2467 1.2537 -1.5286 -0.41 0.81 0.47
O -5.0860 3.0115 -0.2150 -0.91 0.02 -0.23
C -4.5103 4.0371 -1.0245 0.35 0.12 -0.49
C -5.6862 4.7156 -1.7096 0.06 0.44 0.45
O -6.5937 3.6584 -2.0200 0.33 -0.70 0.25
H -3.8473 3.5635 -1.7540 0.00 0.07 0.02
H -3.9353 4.7299 -0.4093 -0.11 -0.20 0.13
H -5.3908 5.2469 -2.6140 -0.15 -0.24 -0.05
H -6.1930 5.4076 -1.0306 0.09 0.02 -0.03
```
Forces are in eV/Å.

Properties
- SMILES string = NNC(=O)Oc1ccncc1.O=S1(=O)OCCO1.O=S1(=O)OCCO1.O=S1(=O)OCCO1
- frontier orbital gap (eV) = 9.52
- total charge = 0
- E (hartree) = -2880.64260

---

Q: Which of these has the lowest frontier orbital gap?
A: C35H36BrCl2N4O4Ti